No. 1
The following is a DFT calculation (ωB97M-V/def2-TZVPD) of the molecule HN3S.

Properties
- F_max (eV/Å) = 4.1
- energy relative to the best compared isomer or geometry (same formula, charge and spin) (kcal/mol) = 83.3
- gap between HOMO and LUMO (alpha / beta) (eV) = 6.8 / 6.8
- LUMO level (alpha / beta) (eV) = -1.053 / -1.052

```
! RIJCOSX wB97M-V def2-TZVPD def2/J DEFGRID3
* xyz 0 1
N 1.132 -0.089 -1.226
N 2.917 -1.245 0.595
N 0.610 -0.259 -0.197
S 1.786 -0.812 1.451
H -0.302 -0.476 -0.034
*
```

No. 2
The following is a DFT calculation (ωB97M-V/def2-TZVPD) of a cluster of 2 separate species, HN5O4 in total.

Properties
- F_max (eV/Å) = 5.1
- energy relative to the best compared isomer or geometry (same formula, charge and spin) (kcal/mol) = 12.7
- gap between HOMO and LUMO (eV) = 8.3
- LUMO level (eV) = -1.356

```
! RIJCOSX wB97M-V def2-TZVPD def2/J DEFGRID3
* xyz 0 1
N -2.003 -1.197 0.170
N -0.700 1.423 -0.503
N -1.031 -1.617 0.504
N 0.537 1.127 -0.249
N 1.209 0.077 -0.014
O 1.491 -0.738 -0.905
O -2.887 -0.681 -0.307
O -1.112 2.459 -0.968
O 1.874 -0.172 1.278
H 2.623 -0.682 0.994
*
```

No. 3
The following is a DFT calculation (ωB97M-V/def2-TZVPD) of the molecule HNO2S.

Properties
- F_max (eV/Å) = 5.2
- energy relative to the best compared isomer or geometry (same formula, charge and spin) (kcal/mol) = 42.9
- gap between HOMO and LUMO (eV) = 8.6
- SMILES = O=NSO
- LUMO level (eV) = -0.690

```
! RIJCOSX wB97M-V def2-TZVPD def2/J DEFGRID3
* xyz 0 1
O -1.466 1.275 0.932
N -0.589 0.529 0.377
S -0.468 -0.444 -0.831
O 1.007 -1.053 -0.432
H 1.516 -0.307 -0.046
*
```

No. 4
The following is a DFT calculation (ωB97M-V/def2-TZVPD) of the molecule HNO2S.

Properties
- F_max (eV/Å) = 5.2
- energy relative to the best compared isomer or geometry (same formula, charge and spin) (kcal/mol) = 40.0
- gap between HOMO and LUMO (eV) = 9.6
- SMILES = N#S(=O)O
- LUMO level (eV) = -1.539

```
! RIJCOSX wB97M-V def2-TZVPD def2/J DEFGRID3
* xyz 0 1
N 1.034 -1.335 0.020
S -0.244 -0.501 0.152
O -1.708 -0.515 0.011
O 0.013 1.124 -0.001
H 0.904 1.228 -0.182
*
```

No. 5
The following is a DFT calculation (ωB97M-V/def2-TZVPD) of a cluster of 2 separate species, HNO4S in total.

Properties
- F_max (eV/Å) = 3.1
- energy relative to the best compared isomer or geometry (same formula, charge and spin) (kcal/mol) = 81.8
- gap between HOMO and LUMO (alpha / beta) (eV) = 9.7 / 7.2
- LUMO level (alpha / beta) (eV) = 0.163 / -1.551

```
! RIJCOSX wB97M-V def2-TZVPD def2/J DEFGRID3
* xyz 0 1
N 0.767 -1.173 3.870
O 0.305 -0.121 3.892
O -1.315 0.758 2.602
O -0.091 0.884 -0.464
O 0.619 0.888 0.745
S -0.307 1.650 2.029
H -0.716 0.042 -0.477
*
```

No. 6
The following is a DFT calculation (ωB97M-V/def2-TZVPD) of the ion HNO5S with charge -2.

Properties
- F_max (eV/Å) = 2.9
- energy relative to the best compared isomer or geometry (same formula, charge and spin) (kcal/mol) = 58.5
- gap between HOMO and LUMO (alpha / beta) (eV) = 4.8 / 4.8
- SMILES = O=S(=O)([O-])ON[O-]
- LUMO level (alpha / beta) (eV) = 6.854 / 6.855

```
! RIJCOSX wB97M-V def2-TZVPD def2/J DEFGRID3
* xyz -2 1
O -1.951 -0.340 -0.367
S -1.483 0.114 -1.709
O -2.147 1.352 -2.265
O -1.448 -0.954 -2.719
O 0.373 0.546 -1.278
N 1.165 0.133 -0.193
O 1.655 -1.110 -0.181
H 0.486 0.329 0.694
*
```